## a
192
Properties=species:S:1:pos:R:3 method="wB97M-V/def2-TZVPD" gap_ev=9.2 homo_ev=-8.84 charge=0
C 3.09340 1.67545 3.63967
O 2.65560 0.55533 3.94950
N 3.80441 2.50555 4.42512
C 4.40757 3.68720 3.87567
C 4.08355 2.24679 5.85839
H 3.08538 2.11628 2.63081
H 5.47070 3.53799 3.68700
H 4.43381 4.51909 4.57949
H 3.89192 4.05665 2.98928
H 3.69694 1.29626 6.22601
H 5.17001 2.15927 5.86472
H 3.79759 3.11317 6.45479
C -3.91939 -2.90445 -1.56357
O -4.59222 -3.14192 -0.58007
N -4.00452 -1.68212 -2.15297
C -3.65134 -1.49657 -3.54356
C -4.61475 -0.59295 -1.43667
H -3.43769 -3.66520 -2.19715
H -4.29641 -0.75711 -4.01809
H -3.69175 -2.49003 -3.99022
H -2.59436 -1.23030 -3.54277
H -5.68244 -0.53389 -1.64797
H -4.50549 -0.62517 -0.35264
H -4.11168 0.31078 -1.78063
C -2.32317 -5.44588 0.67852
O -1.14137 -5.29341 0.62355
N -2.91996 -6.09694 1.72702
C -4.38113 -6.17012 1.92033
C -2.09322 -6.61527 2.74885
H -3.03560 -5.17574 -0.11626
H -4.62001 -5.86204 2.93823
H -4.82109 -7.16477 1.84832
H -4.90199 -5.53613 1.20278
H -1.91287 -5.95975 3.60084
H -2.58681 -7.51231 3.12270
H -1.08758 -6.81665 2.37977
C -4.18494 -1.82832 4.88898
O -5.15475 -1.12891 5.21806
N -3.79435 -2.10720 3.62039
C -2.48897 -2.71841 3.39603
C -4.65617 -1.83218 2.41818
H -3.46064 -2.33637 5.54433
H -2.48092 -3.78124 3.15428
H -1.92457 -2.67505 4.32752
H -1.99163 -2.13032 2.62474
H -4.23886 -1.11408 1.71229
H -4.83461 -2.77731 1.90534
H -5.60410 -1.42860 2.77406
C -4.85185 3.15538 -3.02060
O -5.81700 2.51745 -3.45128
N -4.78029 4.48582 -3.32436
C -3.78202 5.31186 -2.69716
C -5.70490 5.32414 -4.07105
H -4.03931 2.94193 -2.30898
H -2.84524 5.51888 -3.21454
H -3.72694 4.89861 -1.69004
H -4.21686 6.29263 -2.50449
H -6.52029 4.70700 -4.44838
H -6.14296 6.05661 -3.39304
H -5.21024 5.71763 -4.95907
C -0.87114 2.40981 -2.76356
O -0.96030 3.44754 -2.05786
N -0.91886 2.35746 -4.08937
C -0.97975 1.07789 -4.67505
C -1.04348 3.58473 -4.88883
H -0.86169 1.40679 -2.30960
H -0.61048 1.12534 -5.69950
H -1.96740 0.61791 -4.64242
H -0.32101 0.34401 -4.21077
H -0.56308 3.40032 -5.84972
H -2.05748 3.97576 -4.97251
H -0.53204 4.33604 -4.28711
C 1.76692 -0.44833 7.37359
O 1.90457 0.46064 8.20137
N 2.49214 -1.62937 7.47388
C 2.20378 -2.72248 6.53133
C 3.41380 -1.94573 8.59047
H 1.06446 -0.50477 6.52769
H 3.11026 -3.10568 6.06275
H 1.61045 -2.44187 5.66110
H 1.80168 -3.55902 7.10284
H 3.67537 -1.06523 9.17733
H 2.90899 -2.58366 9.31593
H 4.31304 -2.39338 8.16730
C 6.61419 0.37222 -3.14493
O 7.48141 1.26137 -3.21362
N 6.50636 -0.51280 -4.18262
C 5.51541 -1.55166 -4.19668
C 7.49461 -0.54282 -5.25660
H 5.87873 0.25683 -2.33377
H 4.83385 -1.40479 -3.35884
H 5.93682 -2.54468 -4.04036
H 5.04849 -1.46607 -5.17788
H 8.18027 -1.37310 -5.08747
H 7.04598 -0.69345 -6.23851
H 8.05411 0.39239 -5.27734
C 0.99685 0.18325 -0.91800
O 1.24598 -0.17957 -2.06757
N 0.00425 -0.20906 -0.14401
C -0.17463 0.30710 1.21185
C -0.89150 -1.30572 -0.50671
H 1.58030 0.86134 -0.27616
H 0.47455 1.09748 1.58864
H -0.13299 -0.43393 2.01011
H -1.17058 0.73673 1.31962
H -1.92669 -0.96932 -0.56419
H -0.73698 -1.72081 -1.50267
H -0.91584 -2.07423 0.26588
C -3.87911 1.95070 1.07979
O -4.02324 2.63868 0.05038
N -3.11289 2.30433 2.18145
C -3.11919 1.44953 3.32177
C -2.27278 3.49445 2.10084
H -4.22587 0.92414 1.27504
H -3.33267 2.05143 4.20509
H -2.20002 0.91563 3.56296
H -3.87121 0.66094 3.29579
H -2.60039 4.28624 2.77452
H -1.26571 3.33395 2.48572
H -2.23685 3.92829 1.10155
C -2.13607 -5.16475 -5.98750
O -2.63162 -4.80817 -4.90266
N -1.99533 -4.41884 -7.10240
C -1.52056 -5.07535 -8.36655
C -2.25503 -2.97495 -7.10413
H -1.78677 -6.16717 -6.27961
H -2.03233 -4.82419 -9.29559
H -1.78217 -6.13332 -8.34809
H -0.47618 -4.82358 -8.55090
H -1.26857 -2.51152 -7.11905
H -2.92028 -2.74575 -7.93660
H -2.79733 -2.60646 -6.23335
C 3.66009 -3.86492 3.21355
O 4.85917 -3.86704 2.99317
N 2.76924 -3.08833 2.54059
C 1.33225 -3.29826 2.80689
C 3.09878 -2.31560 1.36705
H 3.19687 -4.49304 3.99013
H 0.84478 -3.77696 1.95759
H 0.83749 -2.32995 2.88244
H 1.12423 -3.87687 3.70691
H 4.14597 -2.03315 1.25878
H 2.83069 -3.00979 0.57060
H 2.49535 -1.40808 1.34712
C -1.11572 5.22627 4.93367
O -1.12758 6.41801 4.82301
N 0.01404 4.42176 5.03012
C -0.08041 2.92511 5.15464
C 1.38496 4.95843 4.82115
H -2.05190 4.64859 4.88842
H 0.25966 2.28575 4.33997
H -1.05092 2.52152 5.44334
H 0.44447 2.58940 6.04900
H 1.84909 4.64321 3.88664
H 1.36811 6.02836 4.61359
H 2.07998 4.70783 5.62254
C 2.55269 0.77731 -4.66289
O 2.18567 0.51977 -5.80545
N 2.65675 2.04384 -4.21910
C 3.61211 2.35854 -3.13135
C 2.21268 3.12596 -4.99578
H 2.81069 -0.02445 -3.95380
H 3.14090 3.03683 -2.42002
H 4.48325 2.78801 -3.62610
H 3.80996 1.42082 -2.61209
H 3.03339 3.72026 -5.39746
H 1.58256 2.88443 -5.85177
H 1.66200 3.80177 -4.34146
C 0.83602 4.91725 1.67277
O 1.13522 3.74911 1.46941
N 1.65560 5.95978 1.51662
C 1.22988 7.29674 1.86698
C 2.99254 5.80818 0.97205
H -0.10882 5.23050 2.14326
H 1.71674 7.91159 1.11001
H 1.53215 7.59054 2.87217
H 0.15092 7.36964 2.00344
H 3.37381 4.84438 0.63470
H 2.99134 6.42361 0.07240
H 3.76852 6.27809 1.57630
C 2.71074 -3.89607 -2.99046
O 3.23901 -3.65709 -1.92514
N 1.49978 -4.44345 -3.01850
C 0.74649 -4.85153 -1.81806
C 0.83494 -4.73327 -4.36151
H 3.17964 -3.57862 -3.93469
H -0.22321 -4.37278 -1.68180
H 1.35636 -4.64092 -0.93953
H 0.59266 -5.92770 -1.73880
H 1.54661 -4.51460 -5.15763
H 0.25932 -5.65680 -4.42355
H 0.08125 -3.96871 -4.54992


## b
192
Properties=species:S:1:pos:R:3 method="wB97M-V/def2-TZVPD" gap_ev=8.7 homo_ev=-8.85 charge=0
C 3.04212 -1.65668 3.13680
C 4.36445 -2.32297 3.42283
O 4.40326 -3.22287 4.27265
N 5.37646 -1.88353 2.66434
C 6.78095 -2.48957 2.70225
H 2.57180 -1.44209 4.09642
H 2.37181 -2.18806 2.46121
H 3.32312 -0.73826 2.62139
H 5.15371 -1.21004 1.94540
H 7.36558 -2.42538 1.78455
H 6.71834 -3.55089 2.94268
H 7.43013 -2.15096 3.50973
C 0.57834 1.71496 -2.04867
C 0.83469 2.55666 -3.22483
O 0.04335 3.37771 -3.56759
N 2.02905 2.41645 -3.79478
C 2.49056 3.16096 -4.97812
H -0.49497 1.63829 -1.87490
H 1.12095 2.19125 -1.23207
H 0.91299 0.68320 -2.15619
H 2.62830 1.63423 -3.57315
H 3.43656 3.64970 -4.74504
H 1.76606 3.93601 -5.22807
H 2.68844 2.50334 -5.82458
C 4.18885 -2.98524 -0.46486
C 3.58959 -4.25190 -0.92347
O 2.67631 -4.75884 -0.27478
N 4.08090 -4.76934 -2.03628
C 3.62693 -5.99496 -2.65215
H 3.41344 -2.26065 -0.21626
H 4.80579 -2.42800 -1.16982
H 4.75611 -3.13735 0.45339
H 4.95693 -4.44667 -2.42170
H 4.40651 -6.70628 -2.37944
H 3.52452 -6.05320 -3.73577
H 2.66178 -6.34823 -2.28913
C 1.46705 -8.29844 -0.07462
C 0.26018 -7.41083 0.22267
O -0.86280 -7.90433 0.16487
N 0.44715 -6.17168 0.63407
C -0.66951 -5.23816 0.92312
H 1.16096 -9.04984 -0.80252
H 1.82037 -8.80114 0.82568
H 2.30133 -7.64483 -0.32932
H 1.37729 -5.80784 0.78436
H -1.50231 -5.78155 1.36952
H -1.03212 -4.70480 0.04441
H -0.42075 -4.48949 1.67525
C 1.28442 1.00269 5.63034
C 1.07364 2.27351 4.86965
O 0.60284 3.30470 5.35126
N 1.32531 2.12198 3.56774
C 1.19447 3.25802 2.64757
H 2.34002 0.79292 5.80304
H 0.85493 0.08268 5.23383
H 0.89381 1.11156 6.64210
H 1.48056 1.24163 3.09766
H 1.77901 4.11898 2.97185
H 0.15502 3.55538 2.50892
H 1.61351 2.96293 1.68558
C -2.53887 3.47825 4.60765
C -2.85615 3.27617 6.09621
O -4.00278 2.98352 6.45172
N -1.78848 3.11173 6.86874
C -1.88545 2.86669 8.36140
H -3.36022 3.44156 3.89200
H -1.93910 2.60501 4.35106
H -2.01989 4.41930 4.42547
H -0.92833 3.35672 6.39945
H -1.94755 3.76802 8.97119
H -1.17464 2.12731 8.73041
H -2.81212 2.37785 8.66210
C -0.27223 -1.35655 -4.68306
C -1.63489 -0.92893 -4.26886
O -1.93212 -0.95354 -3.08165
N -2.46770 -0.59805 -5.29865
C -3.81780 -0.11727 -5.08196
H 0.10459 -1.98986 -3.87994
H 0.35955 -0.47219 -4.76591
H -0.28875 -1.82485 -5.66720
H -1.95085 -0.37857 -6.13816
H -4.28408 0.00985 -6.05895
H -3.75225 0.85826 -4.60014
H -4.43166 -0.77652 -4.46823
C -3.42357 -1.48315 0.46976
C -4.20829 -2.63986 -0.08726
O -3.66250 -3.64929 -0.48975
N -5.57888 -2.53203 -0.02025
C -6.56109 -3.47486 -0.68855
H -4.03554 -0.75948 1.00818
H -2.97203 -0.95350 -0.36910
H -2.62395 -1.91808 1.06939
H -5.96185 -1.73519 0.46809
H -6.69756 -3.06351 -1.68868
H -7.53266 -3.53078 -0.19761
H -6.09488 -4.45995 -0.66972
C 3.69897 1.14451 0.01226
C 5.20798 1.19585 0.09857
O 5.84640 0.46023 0.85507
N 5.73159 2.21996 -0.56197
C 7.20283 2.59216 -0.56268
H 3.30804 2.09391 -0.35370
H 3.21939 0.85764 0.94811
H 3.45358 0.42299 -0.76702
H 5.16302 2.94423 -0.97698
H 7.40085 3.29195 0.24922
H 7.38328 3.15836 -1.47644
H 7.85557 1.72021 -0.60443
C -4.03889 5.51895 -2.02204
C -4.76191 4.44799 -2.85479
O -5.57827 4.84196 -3.66166
N -4.47956 3.15838 -2.79893
C -3.33341 2.57272 -2.12268
H -3.89839 6.44509 -2.57936
H -3.04886 5.27569 -1.63635
H -4.57134 5.72789 -1.09416
H -5.12779 2.64861 -3.38204
H -3.50168 1.54210 -1.81026
H -3.03299 3.10853 -1.22226
H -2.41770 2.59529 -2.71349
C -1.06986 -2.54624 3.43119
C -1.79294 -1.45363 4.19910
O -2.64018 -0.78371 3.60823
N -1.40631 -1.30060 5.45236
C -2.01871 -0.31275 6.30930
H -1.80649 -3.22935 3.00830
H -0.26112 -3.00496 4.00004
H -0.62198 -2.14311 2.52290
H -0.73202 -1.96512 5.80429
H -2.01729 -0.58869 7.36380
H -3.05205 -0.17725 5.98999
H -1.50318 0.63978 6.18673
C 0.01074 -5.18928 -3.17810
C 0.20900 -5.66101 -4.62009
O 1.32712 -5.70099 -5.18127
N -0.90946 -6.03088 -5.25513
C -0.95467 -6.34689 -6.68260
H 0.86264 -4.62047 -2.80551
H -0.05750 -5.98347 -2.43465
H -0.90581 -4.60060 -3.13984
H -1.80220 -5.98107 -4.78542
H -1.94167 -6.29124 -7.14179
H -0.55122 -7.35745 -6.74665
H -0.33799 -5.56592 -7.12741
C -1.15110 1.16139 1.18216
C -0.09573 0.09451 0.94578
O 0.90034 0.00542 1.61253
N -0.28295 -0.72838 -0.09536
C 0.62285 -1.78415 -0.55687
H -0.66516 2.10516 0.93465
H -1.31075 1.16591 2.26040
H -2.09045 1.14917 0.62938
H -0.93523 -0.36197 -0.77387
H 0.06093 -2.66399 -0.87029
H 1.22677 -2.14324 0.27647
H 1.26642 -1.42749 -1.36105
C -0.34226 5.26773 -0.85437
C -0.73029 6.63140 -0.49181
O -0.15047 7.52678 -1.07128
N -1.75396 6.82204 0.37537
C -2.25263 8.17717 0.81694
H 0.70073 5.23230 -0.53969
H -0.33999 5.04633 -1.92165
H -0.86606 4.45323 -0.35404
H -2.33156 6.04174 0.65392
H -1.43870 8.86428 1.04823
H -2.86364 8.00311 1.70264
H -2.76339 8.69023 0.00207
C 3.32399 -2.41065 -4.55832
C 3.54779 -0.98715 -3.96110
O 2.64710 -0.25649 -3.54490
N 4.86065 -0.63392 -3.88662
C 5.37442 0.63608 -3.50397
H 2.76987 -2.95253 -3.79187
H 4.21263 -2.88598 -4.97362
H 2.65357 -2.22950 -5.39845
H 5.47035 -1.39090 -4.16114
H 6.21529 0.95747 -4.11860
H 5.75625 0.51879 -2.48979
H 4.61579 1.41097 -3.61406
C -5.16778 3.06142 1.21515
C -4.49030 4.27841 1.84909
O -3.35659 4.61436 1.60027
N -5.19147 4.95944 2.74931
C -4.76936 6.16443 3.37229
H -4.49725 2.23488 1.45038
H -5.28997 3.09839 0.13265
H -6.16538 2.85002 1.60014
H -6.17614 4.73466 2.75249
H -4.60876 6.94230 2.62581
H -3.93090 5.94771 4.03420
H -5.51856 6.56966 4.05242


Result of the stability comparison: b is the most stable of them.


## a
10
Properties=species:S:1:pos:R:3 method="wB97M-V/def2-TZVPD" smiles="O=C1N=CS(=O)(=O)N1" gap_ev=9.9 homo_ev=-11.01 charge=0
C 0.79399 0.74228 0.82768
C 0.41430 0.24172 -1.30380
N 1.23289 0.84912 -0.37060
N -0.60974 -0.50154 -0.73622
O 0.41362 0.33837 -2.49387
O -0.08298 -1.59086 1.38332
O -1.74131 0.18411 1.61114
S -0.65431 -0.39646 0.92308
H 1.30881 1.26453 1.57403
H -1.07528 -1.13126 -1.41476


## b
10
Properties=species:S:1:pos:R:3 method="wB97M-V/def2-TZVPD" gap_ev=9.5 homo_ev=-10.29 charge=0
C 0.22109 -1.05030 0.32199
C 0.40648 -0.03731 -0.88955
N -0.74976 -1.01124 1.00317
N -0.89155 1.42027 0.87318
O 1.40263 0.28589 -1.39932
O -1.13655 0.25162 -1.22710
O -3.06755 -0.07467 0.40484
S -1.67110 0.25972 0.28850
H 1.06165 -1.69854 0.18844
H -1.03748 2.48469 0.87209


Result of the stability comparison: a is the most stable of them.


## a
10
Properties=species:S:1:pos:R:3 method="wB97M-V/def2-TZVPD" smiles="C#CC1=NOCS1" gap_ev=9.2 homo_ev=-8.63 charge=0
C 3.03559 0.05278 -0.04145
C 1.84720 -0.02203 0.07686
C 0.43215 -0.08592 0.07589
C -1.99353 0.23441 0.00643
H 4.09213 0.10691 -0.17482
H -2.57624 0.36045 -0.87010
H -2.58724 0.36260 0.95439
N -0.18939 -1.24427 0.03712
O -1.51167 -1.14826 -0.05811
S -0.54901 1.38334 -0.00623


## b
10
Properties=species:S:1:pos:R:3 method="wB97M-V/def2-TZVPD" gap_ev="7.5 / 7.5" homo_ev="-7.98 / -7.98" charge=0
C -0.12540 -0.21075 0.00538
C 0.44464 -0.75077 -1.08178
C -0.98978 1.78598 1.20119
C 0.68211 -1.54790 -2.07814
N -0.49521 1.02795 0.42111
O -0.01910 1.62258 3.17946
S -0.95836 2.65552 2.58359
H -0.11814 -0.74911 0.94617
H 1.67789 -1.74280 -2.51106
H -0.09864 -2.09070 -2.66593


Result of the stability comparison: a is the most stable of them.


## a
8
Properties=species:S:1:pos:R:3 method="wB97M-V/def2-TZVPD" gap_ev=9.7 homo_ev=-11.25 charge=0
C 1.07494 -0.20075 -0.22730
O -1.70317 -0.80146 -0.61816
O 2.06858 0.40009 0.01616
O -0.84665 1.65565 -0.20730
P -1.08247 0.28465 0.18917
H 0.65630 -0.92978 0.51766
H 0.62095 -0.25662 -1.20388
H -0.78848 -0.15177 1.53365


## b
8
Properties=species:S:1:pos:R:3 method="wB97M-V/def2-TZVPD" smiles="O=POCO" gap_ev=10.5 homo_ev=-10.23 charge=0
C 0.84983 0.14590 0.35799
O -2.88679 0.20751 -0.57491
O 1.16660 -0.90749 -0.35869
O -0.58271 0.69916 -0.20017
P -1.84505 -0.14800 0.35170
H 1.43340 1.16352 0.31686
H 0.64010 -0.18641 1.39873
H 1.22463 -0.97420 -1.29152


Result of the stability comparison: b is the most stable of them.